# C38H54F5N5O4PY

A molecular structure, C38H54F5N5O4PY (ωB97M-V with the def2-TZVPD basis set, the OMol25 dataset).

The geometry in ORCA input format:
```
! wB97M-V def2-TZVPD RIJCOSX def2/J DEFGRID3
* xyz 2 1
Y -1.926 0.454 -0.069
P 1.834 -0.106 0.598
F -2.441 5.216 -3.030
F -6.140 2.782 0.125
F -1.758 3.005 -1.611
F -6.811 4.955 -1.316
F -4.980 6.215 -2.887
O -4.414 -0.462 -1.073
O -3.546 1.845 0.080
O -3.785 -0.802 1.030
O 0.370 -0.027 0.138
N -1.675 -1.885 -0.750
N -0.867 2.652 0.953
N -1.977 0.078 -2.570
N -6.851 -0.001 -0.610
N -2.010 0.607 2.487
C 2.541 1.566 0.510
C -5.194 3.409 -0.619
C -4.649 -0.650 0.137
C 2.374 2.147 -0.921
C 4.191 -1.494 -0.389
C -5.562 4.513 -1.365
C 0.954 -1.796 2.629
C 2.663 -3.745 -0.193
C -1.146 -1.286 -4.347
C -6.121 -0.605 0.551
C 3.710 2.175 -1.658
C 1.893 -2.543 -0.725
C 4.699 3.119 -0.961
C -3.004 3.550 -1.473
C -1.703 -2.867 0.153
C -0.934 -4.465 -1.422
C 1.871 -0.599 2.336
C -0.918 -3.456 -2.369
C -1.305 -2.173 -2.005
C -2.145 0.814 -4.847
C 4.486 3.140 0.559
C -1.339 1.737 3.153
C 3.969 1.792 1.053
C -3.343 4.653 -2.235
C -1.341 -4.170 -0.133
C -1.440 2.964 2.275
C 4.598 -2.600 -1.360
C 3.280 -0.768 2.977
C 0.986 -2.107 4.123
C 2.402 -2.503 4.595
C -4.633 5.152 -2.173
C -1.439 -1.076 -3.007
C 3.474 -2.165 3.558
C -3.897 2.894 -0.626
C -1.486 -0.321 -5.280
C 3.979 -3.945 -0.953
C 2.684 -1.216 -0.559
C -2.358 0.970 -3.490
H 1.264 -2.675 2.058
H -1.267 -0.473 -6.328
H 1.386 0.270 2.805
H -2.054 -2.595 1.141
H 3.468 -2.903 2.751
H -2.872 1.846 -3.130
H -7.705 -0.495 -0.859
H -0.646 -5.472 -1.696
H -7.062 0.985 -0.445
H 4.075 -0.553 2.266
H -6.250 0.016 1.432
H 3.393 -0.031 3.775
H 1.883 2.114 1.200
H -0.059 -1.558 2.303
H 1.992 3.170 -0.850
H -0.925 3.466 0.353
H -0.678 -2.200 -4.675
H -6.139 -0.064 -1.376
H -1.393 -4.929 0.635
H 5.684 -2.679 -1.406
H 3.765 3.917 0.834
H -1.761 1.943 4.139
H 3.808 -4.556 -1.841
H 0.644 -1.221 4.667
H 1.625 1.587 -1.487
H -0.940 3.807 2.758
H 3.957 1.760 2.142
H 2.440 -3.569 4.821
H 4.769 -0.594 -0.588
H 4.590 4.129 -1.361
H 5.720 2.809 -1.190
H 0.915 -2.468 -0.252
H 0.125 2.468 1.059
H 4.271 -2.316 -2.365
H 4.677 -4.503 -0.327
H -2.487 3.235 2.130
H 2.568 -0.642 -1.488
H -2.484 1.574 -5.535
H 3.559 2.481 -2.694
H -3.020 0.723 2.532
H 2.043 -4.641 -0.262
H -0.289 1.471 3.300
H 0.272 -2.899 4.354
H 4.119 1.161 -1.700
H 2.866 -3.607 0.873
H -0.623 -3.682 -3.381
H 1.701 -2.694 -1.791
H 4.426 -1.809 0.629
H 4.463 -2.231 4.013
H 5.414 3.395 1.070
H -6.510 -1.601 0.750
H 4.653 1.009 0.727
H 2.634 -1.987 5.528
H -1.827 -0.254 2.994
*
```

Summary:
ΔE to the lowest compared entry with this formula, charge and spin (kcal per mole): 13.5
DFT total energy (eV): -79838.0888

=====

# C27H43N2O9PS

3 unconnected molecules or ions with the total composition C27H43N2O9PS at a distorted geometry (ωB97M-V with the def2-TZVPD basis set, the OMol25 dataset).

The geometry in ORCA input format:
```
! wB97M-V def2-TZVPD RIJCOSX def2/J DEFGRID3
* xyz 0 1
S -0.482 -7.263 -3.575
P -1.687 -5.948 -2.720
O -0.846 -0.013 -5.529
O 1.571 -0.302 2.665
O 3.180 -1.451 4.037
O -1.645 6.286 2.005
O 3.957 -4.563 7.471
O -1.306 6.831 -0.096
O 4.677 -6.516 6.497
O 3.787 -6.433 8.612
O -2.477 8.286 1.245
N -2.875 -3.126 -1.480
N -2.377 -0.155 -2.923
C -3.063 1.231 0.680
C -1.878 7.235 1.065
C -1.049 1.482 -7.666
C -1.496 -4.225 -3.520
C -0.985 1.321 -9.324
C 2.774 -1.141 2.778
C -2.137 -2.878 -2.765
C -0.660 -4.120 -4.946
C 3.286 -4.080 5.178
C -1.473 0.899 0.899
C 1.701 0.719 1.610
C 4.300 -3.836 6.284
C 3.884 -7.855 8.660
C -3.085 -0.328 -1.609
C -0.400 -2.661 -5.721
C -1.894 -1.451 -3.506
C -1.053 -1.346 -4.943
C 0.706 2.015 1.889
C 3.640 -1.775 1.538
C -2.101 6.643 3.308
C -0.465 2.187 0.708
C -1.426 7.740 -1.198
C 4.198 -5.896 7.436
C -3.328 -1.795 -0.946
C -3.616 1.033 -0.849
C -0.862 -0.039 -7.000
C -0.481 8.921 -1.041
H 3.282 -5.127 4.863
H -3.075 -6.411 -2.735
H -0.186 -5.062 -5.483
H -3.909 -1.816 0.096
H -3.161 6.916 3.298
H 0.225 -2.595 -6.721
H 0.178 -0.434 -7.402
H -1.975 5.776 3.962
H -1.360 0.567 2.040
H -1.053 0.010 0.267
H -0.736 9.524 -0.164
H -0.009 0.683 -9.541
H -3.448 1.994 -1.537
H 4.294 -2.775 6.550
H -0.521 9.567 -1.922
H -1.325 -5.867 -1.299
H -1.758 -0.676 -7.459
H 1.462 0.220 0.578
H -1.156 7.182 -2.099
H -0.988 3.233 0.821
H 0.547 8.575 -0.899
H -4.802 0.933 -0.770
H 2.274 -3.850 5.527
H 3.511 -3.462 4.305
H -1.949 0.746 -9.720
H -2.104 1.945 -7.392
H 2.817 1.121 1.562
H 4.897 -8.193 8.420
H 5.318 -4.081 5.963
H 0.100 2.078 -0.338
H 4.770 -1.826 1.899
H 3.645 -8.177 9.676
H -3.767 0.680 1.471
H 1.371 2.971 1.995
H 0.225 1.816 2.960
H 3.155 -8.300 7.975
H -0.905 2.376 -9.845
H -3.193 2.391 0.930
H 3.320 -2.906 1.356
H -2.464 8.065 -1.320
H -1.494 7.464 3.702
H 3.630 -1.136 0.553
H -0.198 2.229 -7.331
*
```

Summary:
SMILES: CCCOc1ccc([PH2]=S)c2ncc(CCCCCCOC(C)=O)nc12.CCOC(=O)OC.CCOC(=O)OC
DFT total energy (eV): -70211.2162

=====

Which formula does entry 2 have? C27H43N2O9PS

=====

Among the records above, which one has the highest DFT total energy? C27H43N2O9PS

=====

Which value of DFT total energy does entry 1 give? -79838.0888 eV